Entry 1:
ORCA calculation (wB97M-V/def2-TZVPD) on one molecule with the formula C19H19N5O4S2.

XYZ file:
```
49
Properties=species:S:1:pos:R:3:forces:R:3:mulliken_charge:R:1
C 2.51532 3.43352 -2.16721 0.0 0.4 0.3 -0.474
O 2.57594 2.34108 -3.07103 0.0 -0.3 -0.3 -0.422
C 2.67602 1.13219 -2.52968 0.1 -0.6 0.5 0.559
C 2.60710 0.01776 -3.37269 0.0 -0.1 -0.1 -0.759
C 2.62438 -1.21486 -2.74032 0.4 1.2 0.5 0.499
N 2.42595 -2.40457 -3.39342 -0.3 -0.8 0.2 -0.335
S 1.56096 -3.61616 -2.56501 -0.1 0.0 -0.3 1.365
O 2.42111 -4.35607 -1.70061 0.0 0.3 0.2 -0.656
O 0.88137 -4.32203 -3.61082 -0.1 0.2 -0.2 -0.733
C 0.42542 -2.62897 -1.60244 0.2 -0.4 -0.2 0.039
C 0.41279 -2.74148 -0.22631 -0.1 -0.1 -0.1 -0.665
C -0.29187 -1.81925 0.52074 -0.1 0.1 -0.1 -0.704
C -0.95855 -0.76726 -0.11125 0.3 -0.4 -0.4 0.457
N -1.58384 0.18743 0.68348 -0.4 0.3 0.7 -0.027
C -1.72912 1.51790 0.42460 0.3 0.1 -0.1 0.058
S -1.08531 2.31027 -0.87107 0.1 0.4 -0.4 -0.464
N -2.39365 2.24855 1.35886 0.0 0.2 0.0 -0.059
C -3.12777 1.83866 2.47566 -0.2 -0.2 0.4 0.311
C -3.16582 2.68551 3.58340 0.1 -0.1 -0.1 -0.527
C -3.89082 2.33497 4.70505 -0.1 0.0 0.0 -0.553
C -4.59167 1.13989 4.73864 -0.1 0.0 0.1 -0.475
C -4.57917 0.30914 3.63168 0.0 0.0 0.1 -0.655
C -3.85887 0.65160 2.50098 0.0 0.1 -0.1 -0.124
C -1.00968 -0.71964 -1.50405 -0.1 -0.1 0.0 -0.434
C -0.31151 -1.65265 -2.24535 -0.1 -0.1 0.1 -0.670
N 2.78521 -1.32716 -1.42230 0.4 0.0 0.2 -0.207
C 2.90980 -0.20945 -0.72793 -0.3 0.0 -0.9 0.367
O 3.12023 -0.27006 0.58057 0.0 0.2 0.2 -0.434
C 3.34367 -1.54594 1.16776 0.1 -0.3 0.2 -0.714
N 2.82232 1.02032 -1.21569 0.1 0.4 -0.1 -0.392
H 1.61158 3.36681 -1.55860 0.1 0.0 0.0 0.094
H 2.49210 4.32820 -2.78517 0.0 -0.1 0.0 0.248
H 3.38547 3.43688 -1.50947 -0.1 0.1 -0.1 0.302
H 2.49450 0.13270 -4.43538 -0.1 0.0 -0.2 0.429
H 2.21974 -2.35747 -4.37898 -0.2 -0.1 0.0 0.312
H 0.98592 -3.52915 0.23437 0.1 0.0 0.1 0.527
H -0.29888 -1.88334 1.59975 0.0 0.0 0.1 0.372
H -1.70200 -0.07657 1.65571 -0.1 0.0 -0.2 0.382
H -2.29911 3.24754 1.22784 0.0 -0.2 -0.1 0.286
H -2.62063 3.61757 3.55522 0.1 0.1 0.0 0.366
H -3.90884 2.99747 5.55700 0.0 0.1 0.1 0.369
H -5.15513 0.86548 5.61669 -0.1 0.0 0.1 0.391
H -5.14364 -0.61107 3.63918 -0.1 -0.1 0.0 0.375
H -3.90152 0.01789 1.62822 0.0 0.0 -0.1 0.529
H -1.56819 0.05662 -1.99894 0.0 0.0 0.0 0.598
H -0.32542 -1.61687 -3.32326 0.0 0.1 -0.1 0.393
H 2.52527 -1.75854 1.85725 0.0 0.0 0.0 0.202
H 4.28111 -1.48897 1.72299 -0.1 0.0 0.0 0.329
H 3.39772 -2.31844 0.40136 0.0 0.0 0.2 0.324
```
Positions in Å, forces in eV/Å.

Its multiplicity is 1. As for the lowest unoccupied orbital energy: 0.0023 Ha. The SMILES is COc1cc(NS(=O)(=O)c2ccc(NC(=S)Nc3ccccc3)cc2)nc(OC)n1. As for the total energy: -57322.5451 eV.

Entry 2:
ORCA calculation (wB97M-V/def2-TZVPD) on one molecule with the formula C19H19NO4.

XYZ file:
```
43
Properties=species:S:1:pos:R:3:forces:R:3:mulliken_charge:R:1
C -1.05361 -3.50686 -0.71458 -0.1 -0.3 0.0 -1.019
O -0.60419 -2.20998 -1.02394 0.0 0.5 -0.1 -0.332
C -1.47744 -1.17397 -0.89864 0.1 0.1 -0.2 0.667
C -2.76490 -1.25990 -0.40146 0.2 -0.2 -0.1 -0.343
C -3.56003 -0.12442 -0.31345 -0.1 0.2 0.0 -0.736
C -3.07757 1.09360 -0.73626 -0.2 0.0 0.1 -0.734
C -1.78944 1.19606 -1.24697 0.2 0.0 -0.1 -0.615
C -0.97820 0.07960 -1.32047 0.0 -0.2 0.0 0.607
O 0.30623 0.04901 -1.76936 -0.2 -0.2 0.1 -0.311
C 0.97690 1.24596 -2.09465 0.3 0.3 -0.2 -0.338
C 2.47601 0.98025 -1.96622 -0.4 0.0 0.3 -0.822
C 2.95543 0.96346 -0.50738 0.2 0.0 -0.4 -0.964
N 2.21649 0.01592 0.29770 0.4 0.1 0.1 0.048
C 2.45102 -1.32471 0.10781 0.6 -0.2 -0.3 0.416
O 3.34854 -1.78019 -0.55773 -0.2 -0.1 0.0 -0.636
C 1.39350 -2.08220 0.92598 -0.2 -0.3 0.3 0.521
O 1.33380 -3.27517 1.09205 0.2 0.3 -0.1 -0.642
C 0.55576 -1.02107 1.48081 -0.2 0.3 0.2 1.001
C -0.58799 -1.13418 2.24761 0.3 0.1 -0.1 -0.225
C -1.21840 0.02999 2.65030 -0.1 -0.1 0.1 -1.147
C -0.66022 1.25387 2.32991 0.1 -0.2 -0.1 -0.852
C 0.51110 1.39785 1.58148 0.0 0.0 0.0 1.066
C 1.06564 2.78332 1.40582 0.0 -0.1 -0.1 -1.713
C 1.09390 0.22650 1.10274 -0.6 -0.4 0.5 -0.151
H -1.35053 -3.59098 0.33489 0.0 0.0 0.0 0.342
H -0.20197 -4.16084 -0.89164 -0.1 0.0 0.0 0.247
H -1.88838 -3.80274 -1.35812 0.0 0.1 0.0 0.421
H -3.16114 -2.20800 -0.07541 0.0 -0.1 0.0 0.439
H -4.56070 -0.20804 0.08179 -0.1 0.0 0.0 0.399
H -3.69620 1.97618 -0.68160 -0.1 0.1 0.0 0.414
H -1.43881 2.15524 -1.59472 0.1 0.1 0.0 0.447
H 0.67654 2.05842 -1.42318 0.0 0.0 0.0 -0.021
H 0.73018 1.54038 -3.12494 0.0 0.0 0.2 0.493
H 3.03227 1.74608 -2.50741 0.0 0.0 -0.1 0.534
H 2.68392 0.00931 -2.41662 0.1 0.0 -0.1 0.337
H 2.88658 1.95516 -0.06873 0.0 -0.1 0.0 0.376
H 4.00192 0.64139 -0.49475 -0.1 0.1 0.1 0.411
H -0.96268 -2.10916 2.51704 0.0 -0.1 0.0 0.534
H -2.12741 -0.01054 3.22931 -0.1 0.0 0.1 0.397
H -1.14526 2.15163 2.68561 0.0 0.1 0.0 0.385
H 1.04960 3.10757 0.36631 0.1 0.1 0.0 0.295
H 0.46937 3.48936 1.97937 0.0 0.0 0.0 0.433
H 2.09037 2.83683 1.77168 0.1 0.1 0.0 0.372
```
Positions in Å, forces in eV/Å.

Its multiplicity is 1. As for the energy above the lowest of the compared OMol25 structures with the same formula, charge and spin: 1.801 eV. As for the lowest unoccupied orbital energy: -0.0174 Ha. The SMILES is COc1ccccc1OCCCN1C(=O)C(=O)c2cccc(C)c21. As for the total energy: -29691.2214 eV.

Entry 3:
ORCA calculation (wB97M-V/def2-TZVPD) on C19H20Cl2IrN3O7S as an isolated structure.

XYZ file:
```
53
Properties=species:S:1:pos:R:3:forces:R:3:mulliken_spin:R:1
Ir 0.21963 0.86433 -0.04593 -0.2 0.5 0.3 2.802
O -1.00943 0.53909 2.18569 -0.1 0.0 0.0 0.053
C -1.53636 1.70194 2.83640 0.1 -0.1 -0.1 0.006
C -1.22958 2.89192 1.94631 0.1 0.1 0.1 0.018
N 0.13673 2.84162 1.39407 0.0 -0.2 -0.1 0.183
C 0.36389 3.89903 0.40359 0.1 0.0 0.1 0.025
C -0.51386 3.69274 -0.82420 -0.1 -0.3 -0.2 0.002
O -0.90615 4.60591 -1.49934 0.1 0.0 0.1 0.034
O -0.79185 2.42049 -1.06981 -0.1 0.2 0.0 0.184
C 1.19825 2.75730 2.39556 0.0 0.0 0.0 0.003
C 2.19222 1.63544 2.10777 0.1 -0.2 -0.2 0.005
O 3.19552 1.49684 2.74749 -0.1 0.1 0.0 0.051
O 1.84998 0.82580 1.11143 0.2 -0.1 0.3 0.259
H -1.32089 -0.26438 2.61633 0.0 0.0 0.1 0.005
H -1.08852 1.79692 3.82706 0.0 0.0 0.0 0.000
H -2.61803 1.62606 2.95748 0.0 0.0 0.0 0.001
H -1.37850 3.81386 2.52000 0.0 0.0 0.0 0.005
H -1.91868 2.91101 1.10326 0.0 0.0 0.0 -0.013
H 1.40795 3.83776 0.08295 0.0 0.0 0.0 -0.018
H 0.19342 4.89392 0.82160 0.0 0.0 0.0 0.002
H 0.78518 2.56785 3.38393 0.0 0.0 0.0 0.008
H 1.75836 3.69134 2.45430 0.0 0.0 0.0 0.006
Cl 1.46058 -1.59298 -0.51308 0.2 -0.2 -0.3 0.076
C 2.96187 -1.07713 -1.21986 -0.1 0.2 0.1 0.115
C 3.99530 -1.97367 -1.17031 0.1 0.0 0.0 -0.033
C 5.21125 -1.64541 -1.77165 0.0 0.0 0.0 0.147
C 5.38302 -0.43932 -2.42915 0.0 0.0 0.0 -0.052
C 4.33883 0.46169 -2.48474 0.0 0.0 0.0 0.112
Cl 4.59102 1.94733 -3.29545 0.0 0.0 0.0 0.029
C 3.08033 0.18894 -1.86484 0.2 -0.2 0.0 0.032
S 1.85560 1.35110 -1.94381 0.0 0.1 -0.1 0.857
H 3.86223 -2.92446 -0.67481 0.0 0.0 0.0 0.004
H 6.03016 -2.35078 -1.72862 0.0 0.0 0.0 0.007
H 6.32467 -0.18931 -2.89621 0.0 0.0 0.0 0.002
O -0.28964 -4.05049 -0.07871 -0.1 -0.1 0.0 0.001
C -1.41519 -4.49828 -0.81720 0.0 0.0 0.0 0.000
N -2.63136 -4.52885 -0.05360 0.0 0.0 0.1 0.000
C -3.37398 -3.44025 0.30037 0.1 0.1 0.1 0.000
O -4.25896 -3.48916 1.12520 -0.1 -0.1 -0.1 0.000
C -3.08148 -2.12759 -0.38254 0.0 -0.1 0.0 0.001
C -4.08408 -1.51311 -1.12470 -0.1 0.0 0.0 0.009
C -3.85713 -0.24922 -1.63125 0.0 0.0 0.0 -0.006
C -2.65560 0.38404 -1.36025 0.1 -0.1 0.0 -0.009
N -1.69040 -0.20168 -0.63536 -0.1 0.0 -0.3 0.098
C -1.90178 -1.44443 -0.17402 0.1 0.1 0.1 -0.009
H -0.04938 -4.72268 0.56827 0.0 0.0 0.0 0.000
H -1.24639 -5.49330 -1.22797 0.0 0.0 0.0 0.000
H -1.52056 -3.79618 -1.64056 0.0 0.0 0.0 0.000
H -2.84970 -5.35639 0.48364 0.0 0.0 0.0 0.000
H -5.02813 -2.01943 -1.28185 0.0 0.0 0.0 0.000
H -4.60526 0.26324 -2.21904 0.0 0.0 0.0 0.000
H -2.43864 1.37850 -1.71917 0.0 0.0 0.0 0.005
H -1.10650 -1.89756 0.40531 0.0 0.0 0.0 -0.010
```
Positions in Å, forces in eV/Å.

Its multiplicity is 6. As for the lowest unoccupied orbital energy (spin up / spin down): -0.1012 / -0.2274 Ha. The charge is +1. As for the total energy: -77540.6132 eV. As for the expectation value of S²: 8.7874.

Entry 4:
ORCA calculation (wB97M-V/def2-TZVPD) on C19H20Cl2N6O4S2Ti as an isolated structure.

XYZ file:
```
54
Properties=species:S:1:pos:R:3:forces:R:3:mulliken_charge:R:1
Ti 1.20021 0.76963 0.12163 -0.7 0.5 -0.2 0.644
C 0.22949 -1.81228 -3.30659 0.0 0.0 0.0 -0.288
O 1.38594 -1.08896 -3.76962 0.0 0.0 0.1 -0.516
C 1.96224 -0.32958 -2.83605 0.0 0.2 -0.4 0.217
O 1.49732 -0.23091 -1.71180 -0.1 0.0 0.4 0.236
N 3.01210 0.37614 -3.29985 0.0 0.0 0.0 0.001
N 3.94873 0.95391 -2.40990 -0.1 -0.1 0.1 -0.775
H -0.17571 -2.29569 -4.19184 0.0 0.0 0.0 0.238
H -0.49763 -1.14012 -2.85431 0.0 0.0 0.0 0.236
H 0.52392 -2.55928 -2.57138 0.0 0.0 0.0 -0.005
H 3.41029 0.03814 -4.15975 0.0 0.0 0.0 0.280
H 4.37240 0.17384 -1.89678 0.0 0.0 -0.1 0.252
H 3.42216 1.49271 -1.71232 0.0 0.0 -0.1 0.438
N -4.39721 2.70916 4.79608 0.0 0.0 -0.1 -0.663
C -3.60001 1.87999 3.97167 0.1 0.1 0.0 1.135
C -4.02274 0.59950 3.63543 0.0 0.0 0.0 -0.720
C -3.23358 -0.20587 2.82749 0.0 0.0 0.0 -0.381
C -2.00742 0.25184 2.37895 0.1 0.0 0.0 -0.492
C -1.56460 1.52326 2.73129 0.0 -0.1 0.0 -0.311
C -2.36009 2.32985 3.52300 -0.1 0.0 0.0 -0.784
S -1.07210 -0.72296 1.22474 -0.1 0.2 -0.1 1.761
O 0.34951 -0.46530 1.64051 0.2 -0.2 0.1 -0.689
O -1.45982 -2.10455 1.37540 0.1 -0.1 0.2 -0.850
N -1.32406 -0.19995 -0.19781 0.0 0.0 -0.1 -0.519
C -1.52926 1.18202 -0.39516 -1.0 -0.2 -0.1 0.347
N -0.37517 1.93761 -0.28249 1.5 -0.1 0.2 0.445
C -0.56991 3.32199 -0.38113 0.0 -0.1 0.0 -0.623
C -1.80848 3.83103 -0.67712 -0.2 -0.3 -0.1 -0.340
C -2.88592 2.96590 -0.85818 -0.1 0.0 0.0 -0.788
N -2.72355 1.60941 -0.67389 0.4 0.3 0.0 -0.656
H -5.38326 2.53076 4.66833 0.0 0.0 0.0 0.229
H -4.21200 3.68697 4.62291 0.0 0.0 0.0 0.244
H -4.98315 0.24303 3.99339 0.0 0.0 0.0 0.259
H -3.56032 -1.19334 2.52846 0.0 0.0 0.0 0.439
H -0.60542 1.87770 2.37439 0.0 0.0 0.0 0.492
H -2.02559 3.32882 3.77991 0.0 0.0 0.0 0.266
H 0.30702 3.93877 -0.24872 0.0 0.0 0.0 0.253
H -1.93576 4.90365 -0.77265 0.0 0.0 0.0 0.359
H -3.88263 3.31757 -1.09106 0.0 0.0 0.0 0.369
Cl 3.43295 -1.26939 0.51035 0.0 0.0 0.0 -0.129
C 2.82158 -2.68273 -0.32463 -0.1 -0.1 -0.1 0.361
C 1.67551 -3.24351 0.20621 0.0 -0.1 0.0 -0.727
C 1.10657 -4.35361 -0.40338 0.0 0.1 0.1 -0.531
C 1.70416 -4.86594 -1.54189 -0.1 -0.2 -0.1 -0.725
C 2.84552 -4.28309 -2.06192 0.1 0.2 0.2 0.648
Cl 3.51289 -4.99367 -3.51005 0.0 -0.1 -0.1 -0.266
C 3.48241 -3.15412 -1.49076 -0.1 0.1 0.1 -0.399
S 4.89126 -2.41059 -2.14991 0.0 0.0 0.0 -0.416
H 1.21347 -2.80036 1.07737 0.0 0.0 0.0 0.477
H 0.19594 -4.77795 -0.00295 0.0 0.0 0.0 0.380
H 1.27697 -5.72288 -2.04892 0.0 0.0 0.0 0.348
C 2.54689 2.06656 0.52471 -0.1 -0.1 0.0 -1.194
H 3.55056 1.93632 0.94762 0.0 0.0 0.0 0.275
H 2.31738 3.13054 0.37294 0.0 0.0 0.0 0.155
```
Positions in Å, forces in eV/Å.

Its multiplicity is 1. As for the energy above the lowest of the compared OMol25 structures with the same formula, charge and spin: 0.081 eV. As for the lowest unoccupied orbital energy (spin up / spin down): 0.1635 / 0.1635 Ha. The charge is -2. As for the total energy: -106988.0539 eV.

Entry 5:
ORCA calculation (wB97M-V/def2-TZVPD) on a 3-piece molecular cluster, C19H20ClF9N2O6S overall.

XYZ file:
```
58
Properties=species:S:1:pos:R:3:forces:R:3:mulliken_charge:R:1
C 1.17284 -3.76006 2.86210 0.9 0.6 0.2 -0.964
C 2.04799 -2.49789 2.31460 0.4 -1.6 -0.8 0.073
Cl 2.28782 -1.19077 3.60551 -0.3 -0.9 -1.0 -0.181
C 1.53338 -1.92430 0.89835 -0.5 1.0 -0.1 -0.337
C 0.45049 -0.73764 1.00851 -3.1 1.7 1.3 0.209
C -0.70413 -0.77747 2.02883 1.1 1.6 -2.5 -0.151
C -1.84067 0.34113 2.16372 3.5 0.9 -3.3 -0.246
C -2.94502 0.11079 3.27567 1.4 2.3 0.8 0.848
F -3.40396 1.42779 3.67609 0.8 -2.9 -0.9 -0.289
F -2.34632 -0.45859 4.44189 -1.5 0.9 -2.7 -0.276
C -4.24605 -0.71976 2.83538 -2.1 0.1 3.0 0.580
F -4.25531 -2.01617 3.47111 0.3 3.0 -2.3 -0.272
F -5.36729 -0.03451 3.44922 2.4 -1.7 -1.7 -0.298
C -4.57985 -0.76036 1.27463 -2.8 0.6 -0.8 0.520
F -5.94826 -1.21428 1.16962 3.4 0.9 0.5 -0.302
F -4.60062 0.55823 0.69096 0.4 -3.3 1.8 -0.224
C -3.71053 -1.74258 0.35987 1.0 -0.9 -3.3 0.652
F -2.93069 -2.70006 1.03384 -2.1 2.5 -1.4 -0.202
F -4.59995 -2.42368 -0.53730 2.5 1.6 2.5 -0.258
F -2.84438 -0.97832 -0.49664 -2.1 -2.1 2.5 -0.194
C -1.72309 1.55668 1.22335 0.5 -1.9 1.1 -0.469
C -0.57263 1.73702 0.15102 0.0 -1.2 0.9 0.296
N -0.41491 2.86917 -0.73959 2.2 -5.6 1.8 -0.445
S 0.98622 2.38174 -1.63743 -1.2 -1.4 2.2 0.151
N 1.46803 0.86280 -0.99799 -4.1 1.3 2.6 -0.481
C 0.50245 0.54968 0.04774 -0.2 1.5 -0.8 0.282
H 1.38812 -3.84496 3.99053 -0.6 0.0 -1.8 0.328
H 0.05658 -3.64563 2.65039 1.6 -0.2 0.4 0.191
H 1.58980 -4.70861 2.34938 -0.9 1.5 0.7 0.330
H 3.10609 -2.93379 2.13133 -1.7 1.0 0.3 0.318
H 1.05573 -2.77174 0.27391 0.8 1.2 1.1 0.341
H 2.41927 -1.52147 0.28400 -1.3 -0.6 1.0 -0.057
H -0.78729 -1.67847 2.73178 0.3 1.6 -1.2 0.170
H -2.48675 2.40676 1.28872 1.2 -1.5 0.0 0.374
C -3.18972 3.90216 -1.72946 0.1 -0.2 0.3 -0.577
O -3.87719 4.88457 -2.50277 0.1 0.3 -0.4 -0.340
C -3.10445 5.51565 -3.40326 -0.1 0.0 0.1 0.723
O -1.92807 5.31713 -3.59202 -0.5 0.1 0.1 -0.542
O -3.87006 6.40678 -4.05741 0.2 -0.3 0.3 -0.333
C -3.17514 7.15588 -5.05244 0.2 0.3 -0.3 -0.617
H -3.90768 3.45782 -1.03798 -0.1 0.2 -0.2 0.259
H -2.79587 3.11171 -2.37240 0.1 0.2 0.1 0.305
H -2.38888 4.36134 -1.14703 0.0 -0.1 -0.3 0.319
H -2.78060 6.49470 -5.82745 0.1 0.1 0.2 0.290
H -2.37300 7.74473 -4.60152 0.0 -0.2 -0.1 0.289
H -3.88830 7.84055 -5.51341 -0.1 -0.2 0.2 0.218
C 7.34932 -5.13895 -1.20742 0.0 -0.5 0.1 -0.610
O 7.42052 -3.76411 -1.58082 -0.3 0.4 0.2 -0.330
C 6.46085 -2.99489 -1.03864 0.0 0.1 0.0 0.784
O 5.58340 -3.37008 -0.29315 0.5 0.2 -0.4 -0.531
O 6.64243 -1.73206 -1.47038 0.0 -0.7 0.2 -0.311
C 5.68381 -0.80834 -0.96055 -0.3 0.5 0.2 -0.601
H 8.16903 -5.66188 -1.70170 0.0 0.3 0.0 0.219
H 7.46900 -5.25180 -0.12742 -0.2 0.0 -0.1 0.287
H 6.40715 -5.58055 -1.54030 0.0 0.1 0.2 0.287
H 5.74349 -0.74962 0.12883 -0.1 -0.1 -0.1 0.287
H 4.67230 -1.07620 -1.27516 0.1 -0.1 0.1 0.253
H 5.92053 0.17478 -1.36924 0.2 -0.2 -0.1 0.252
```
Positions in Å, forces in eV/Å.

Its multiplicity is 1. As for the lowest unoccupied orbital energy: -0.0660 Ha. The SMILES is C[C@H](Cl)Cc1cc(C(F)(F)C(F)(F)C(F)(F)C(F)(F)F)cc2nsnc12.COC(=O)OC.COC(=O)OC. As for the total energy: -83100.6188 eV.